1.
C30H41F7NO6P2S3 | ωB97M-V/def2-TZVPD

Structure (XYZ):
```
90
Properties=species:S:1:pos:R:3:forces:R:3
C -1.188 6.072 -0.561 -0.6 -0.4 0.0
C -2.685 5.721 -0.351 0.5 -0.1 0.2
C -2.927 4.278 0.132 -0.4 0.2 0.0
C -3.512 3.365 -0.945 0.2 0.7 -0.2
C -2.776 3.426 -2.294 0.1 -1.0 0.0
C -2.566 2.021 -2.891 0.1 0.7 -0.4
C -1.526 2.019 -4.015 -0.3 -0.7 0.1
C -1.620 0.756 -4.873 0.4 0.2 0.3
C -1.445 -0.539 -4.066 -0.4 -0.1 -0.7
C -0.707 -1.601 -4.890 0.3 0.5 0.0
C 0.823 -1.378 -4.872 -0.1 -0.6 0.2
C 1.633 -2.653 -4.520 0.1 0.6 0.1
C 2.119 -2.620 -3.064 -0.7 0.1 -0.5
C 0.965 -2.945 -2.104 0.8 0.0 0.0
C 1.447 -3.245 -0.672 -0.7 0.9 0.0
C 1.295 -2.051 0.274 0.1 -0.1 -0.1
C 1.437 -0.776 -0.273 -0.2 -0.2 0.3
C 1.280 0.396 0.460 -0.1 -0.4 0.1
P 1.512 1.939 -0.434 0.8 0.4 0.4
O 2.137 1.516 -1.854 -0.2 -0.2 0.1
O 0.074 2.482 -0.845 0.0 -0.2 -0.2
S 2.633 3.241 0.443 -0.3 0.0 0.1
C 0.968 0.308 1.825 -0.1 -0.1 -0.3
C 0.841 -0.961 2.412 0.1 0.0 0.4
C 1.018 -2.134 1.655 0.0 0.7 -0.5
S 0.904 -3.757 2.381 1.2 -1.2 0.5
O 1.746 -4.657 1.671 -0.1 0.4 -0.3
O 1.045 -3.743 3.805 -0.6 0.6 0.0
C -0.850 -4.297 1.947 -0.2 0.3 -0.1
F -1.490 -3.283 1.313 0.0 0.3 0.1
F -0.757 -5.313 1.109 0.1 -0.3 -0.1
C -1.691 -4.702 3.167 -0.2 -0.1 0.0
F -1.691 -3.705 4.059 -0.1 0.4 0.2
F -1.155 -5.778 3.731 0.3 -0.4 0.0
C -3.195 -5.024 2.819 0.2 0.2 0.3
F -3.583 -6.103 3.473 -0.1 -0.5 0.2
F -3.388 -5.218 1.528 0.0 -0.2 -0.6
F -3.973 -4.021 3.205 -0.2 0.5 0.0
S 0.445 -0.976 4.151 0.0 0.1 0.1
C 1.444 0.396 4.664 -0.2 -0.3 -0.5
C 2.152 0.362 5.855 0.2 0.5 -0.3
C 2.913 1.476 6.211 0.3 0.3 -0.1
P 3.877 1.518 7.725 -0.3 0.0 0.2
O 3.171 1.934 8.956 0.0 0.0 0.1
C 2.941 2.607 5.384 -0.3 -0.4 -0.1
C 2.235 2.621 4.190 -0.1 -0.2 0.1
C 1.490 1.502 3.814 0.3 0.3 0.7
N 0.775 1.461 2.612 0.1 -0.3 0.0
H -0.571 5.241 -0.229 0.2 0.0 0.0
H -0.988 6.223 -1.618 0.2 0.2 0.0
H -0.915 6.951 0.012 0.2 0.2 -0.1
H -3.212 5.877 -1.290 -0.2 0.1 0.0
H -3.099 6.404 0.385 -0.1 0.1 0.0
H -2.009 3.878 0.558 0.1 -0.2 -0.1
H -3.648 4.303 0.950 0.0 -0.1 0.1
H -4.536 3.701 -1.109 -0.2 -0.2 0.0
H -3.551 2.345 -0.573 0.0 -0.2 0.0
H -3.346 3.975 -3.039 0.0 0.4 0.0
H -1.799 3.903 -2.210 0.0 0.2 0.2
H -3.505 1.694 -3.339 -0.2 -0.2 0.2
H -2.303 1.311 -2.110 0.0 -0.2 0.1
H -0.512 2.048 -3.600 0.1 0.3 -0.1
H -1.672 2.893 -4.647 0.1 0.2 0.0
H -2.568 0.766 -5.411 -0.1 -0.1 -0.1
H -0.829 0.784 -5.623 0.0 0.1 -0.1
H -2.422 -0.928 -3.781 -0.1 0.1 0.2
H -0.888 -0.315 -3.156 0.1 -0.1 0.2
H -0.957 -2.606 -4.560 0.1 -0.1 0.2
H -1.049 -1.531 -5.923 -0.2 -0.1 -0.1
H 1.057 -0.640 -4.103 0.0 0.2 0.0
H 1.172 -0.963 -5.814 0.0 0.0 -0.1
H 0.997 -3.522 -4.660 0.1 -0.2 -0.2
H 2.491 -2.743 -5.184 0.1 -0.1 -0.1
H 2.497 -1.608 -2.902 0.3 0.0 0.2
H 2.930 -3.328 -2.922 0.1 -0.1 0.1
H 0.234 -2.137 -2.101 -0.2 0.0 -0.1
H 0.494 -3.833 -2.516 -0.2 -0.2 0.2
H 0.876 -4.067 -0.280 0.2 -0.4 0.0
H 2.498 -3.515 -0.708 0.1 -0.4 0.2
H 1.678 -0.693 -1.318 0.0 0.0 -0.1
H 3.093 1.635 -1.776 0.1 0.0 -0.2
H -0.202 2.122 -1.703 -0.3 0.1 0.0
H 2.125 -0.513 6.488 0.0 -0.1 0.0
H 4.452 0.232 7.803 0.0 0.1 -0.1
H 4.967 2.346 7.383 0.0 -0.1 -0.1
H 3.515 3.476 5.670 0.1 0.1 0.0
H 2.253 3.483 3.539 0.1 0.1 0.0
H 0.882 2.316 2.084 0.1 0.1 0.0
O 2.215 -7.724 0.719 -0.1 0.0 -0.1
H 1.559 -7.179 1.168 0.0 0.0 0.0
```
Positions in Å, forces in eV/Å.

## Properties
2S+1: 1
frontier orbital gap: 3.2 eV
charge: -1
E: -4250.32909 Eh
LUMO energy: 1.240 eV

2.
C30H41IIrN3 | ωB97M-V/def2-TZVPD

Structure (XYZ):
```
76
Properties=species:S:1:pos:R:3:forces:R:3
Ir 0.609 0.426 -0.462 0.8 -1.7 1.7
C 2.809 -2.143 -0.129 0.2 -0.1 -0.2
C 1.694 -2.906 -0.846 -0.1 0.4 0.2
C 1.096 -2.146 -2.027 0.1 -0.5 0.0
C 0.719 -3.389 0.213 0.0 0.0 -0.1
C 0.937 -4.681 0.669 0.0 0.0 0.1
C 0.183 -5.221 1.693 0.0 0.0 0.0
C -0.793 -4.442 2.271 0.0 0.0 0.0
C -1.076 -3.138 1.851 0.1 0.0 0.2
C -2.236 -2.532 2.670 -0.1 0.1 -0.2
C -2.332 -1.027 2.923 0.1 -0.1 0.1
C -3.592 -3.071 2.183 0.0 0.0 0.0
C -0.308 -2.611 0.788 0.2 0.1 0.0
N -0.602 -1.310 0.248 -0.7 0.4 -0.4
C -1.853 -1.093 -0.042 0.1 -0.6 -0.3
C -2.225 0.133 -0.576 -0.3 0.5 0.1
C -3.459 0.700 -0.816 -0.1 0.3 0.1
C -3.203 1.924 -1.437 0.0 0.1 0.1
C -1.821 2.064 -1.578 0.2 0.0 -0.1
N -1.223 0.972 -1.019 -0.2 0.1 -0.1
C -1.111 3.085 -2.446 0.1 -0.3 0.1
C -2.051 4.244 -2.768 -0.1 0.0 0.0
C 0.154 3.638 -1.787 -0.1 0.1 0.1
C -0.732 2.350 -3.745 0.0 0.1 0.0
H 3.594 -1.828 -0.819 0.0 0.0 0.0
H 3.261 -2.762 0.649 0.0 0.0 0.0
H 2.408 -1.248 0.353 0.0 0.0 0.1
H 2.154 -3.799 -1.273 -0.1 -0.1 0.0
H 0.890 -1.083 -1.791 -0.1 0.5 -0.2
H 0.139 -2.550 -2.361 0.0 0.1 0.0
H 1.788 -2.147 -2.870 0.0 0.2 0.0
H 1.724 -5.271 0.214 0.0 0.0 0.0
H 0.364 -6.230 2.040 0.0 0.0 0.0
H -1.374 -4.852 3.089 0.0 0.0 0.0
H -2.087 -2.960 3.664 0.0 -0.1 0.0
H -2.482 -0.431 2.026 -0.1 0.0 0.1
H -1.451 -0.657 3.449 0.0 0.0 0.0
H -3.193 -0.852 3.570 0.0 0.0 0.0
H -3.928 -2.588 1.264 0.0 0.0 0.0
H -4.354 -2.887 2.944 0.0 0.0 0.0
H -3.546 -4.143 1.996 0.0 0.0 0.0
H -2.599 -1.870 0.065 0.0 0.0 0.1
H -4.413 0.264 -0.569 0.0 0.0 -0.1
H -3.935 2.633 -1.786 0.0 -0.1 0.0
H -2.410 4.729 -1.856 0.0 0.0 0.0
H -2.914 3.904 -3.340 0.0 0.0 0.0
H -1.523 4.989 -3.367 0.0 0.0 0.0
H -0.098 4.263 -0.923 0.0 0.0 0.0
H 0.710 4.251 -2.500 0.0 0.0 0.0
H 0.808 2.836 -1.457 0.1 0.0 -0.1
H -1.616 1.917 -4.216 0.0 0.0 0.0
H -0.042 1.530 -3.536 0.0 0.0 0.0
H -0.257 3.042 -4.447 0.0 0.0 0.0
C -0.736 2.051 1.629 -0.2 0.0 0.3
N 0.581 1.431 1.373 -0.1 0.0 -0.8
C 0.908 0.413 2.396 0.1 0.0 0.2
C 1.629 2.490 1.372 -0.1 0.5 0.4
C 2.799 2.029 0.594 0.2 -0.1 0.1
C 4.115 2.353 0.880 0.0 0.1 0.0
C 5.116 1.948 0.005 -0.1 -0.1 -0.1
C 4.793 1.236 -1.148 0.0 0.0 0.1
C 3.474 0.889 -1.399 0.1 0.0 0.0
C 2.460 1.251 -0.507 -0.1 0.2 -1.2
H -0.721 2.562 2.595 0.1 0.0 0.0
H -1.505 1.283 1.639 0.0 0.0 0.0
H -0.965 2.760 0.839 0.0 0.0 0.0
H 0.758 0.836 3.394 0.0 0.1 0.0
H 1.949 0.114 2.284 0.0 0.0 0.0
H 0.275 -0.457 2.268 0.0 0.0 0.0
H 1.881 2.784 2.396 -0.1 -0.1 0.1
H 1.197 3.362 0.877 0.0 0.0 0.0
H 4.359 2.934 1.763 0.0 0.0 0.0
H 6.149 2.184 0.223 0.0 0.0 0.0
H 5.572 0.937 -1.838 0.0 0.0 0.0
H 3.236 0.317 -2.289 0.0 0.0 0.0
I -2.525 -1.733 -3.385 0.1 -0.2 0.0
```
Positions in Å, forces in eV/Å.

## Properties
2S+1: 1
relative energy (zero: lowest compared OMol25 entry of this formula, charge and spin): 157.69 kJ/mol
frontier orbital gap: 4.5 eV
E: -1733.96358 Eh
LUMO energy: -1.589 eV

3.
C30H41O7OsPS | ωB97M-V/def2-TZVPD

Structure (XYZ):
```
81
Properties=species:S:1:pos:R:3:forces:R:3
Os 1.404 -0.196 -0.711 -0.7 0.7 0.0
O 6.664 -2.440 1.582 3.7 -0.8 1.6
C 5.627 -2.226 1.144 -2.8 0.5 -1.4
C 4.229 -2.543 1.810 0.9 2.0 -2.3
O 3.943 -3.065 2.809 -0.4 -1.2 1.8
C 3.329 -1.792 0.862 -5.5 0.2 1.0
C 3.988 -1.226 -0.218 -3.5 2.0 -4.5
O 3.228 -0.687 -1.302 2.0 -1.5 3.4
C 5.385 -1.500 -0.266 -0.9 -1.8 3.3
O 6.168 -1.433 -1.122 1.9 0.3 -2.5
O 1.991 -1.639 0.976 4.4 -0.4 -0.1
O -0.445 0.388 -0.336 1.6 0.1 0.7
P -1.940 0.007 -0.268 -0.5 -1.7 -0.6
C -2.635 1.003 -1.585 -2.1 1.4 0.7
C -4.202 1.189 -1.672 -0.2 -1.4 1.3
C -4.775 2.184 -0.632 4.1 0.3 0.0
C -4.062 3.536 -0.875 1.0 0.2 -0.1
C -2.494 3.443 -0.668 -2.8 -1.6 -0.4
C -1.988 2.400 -1.632 2.0 -0.8 -1.6
C -2.029 -1.779 -0.676 0.1 -0.7 0.3
C -2.542 -2.194 -2.062 1.4 0.4 0.0
C -1.387 -2.143 -3.093 -2.2 -1.5 -1.5
C -0.174 -2.958 -2.688 -0.1 0.1 -0.6
C 0.343 -2.403 -1.356 0.5 -0.8 -0.3
C -0.711 -2.562 -0.319 -0.8 1.0 1.1
C -2.668 0.241 1.346 -1.1 2.5 0.3
C -1.800 0.013 2.587 0.8 -0.1 0.2
C -2.026 -1.370 3.217 -1.0 1.0 0.9
C -3.555 -1.557 3.582 2.2 -0.9 -2.3
C -4.263 -1.588 2.236 0.0 0.8 -1.4
C -4.174 -0.204 1.495 1.5 -2.6 -0.3
H -2.335 0.514 -2.485 0.3 -0.6 -0.6
H -4.712 0.173 -1.681 0.4 1.3 0.0
H -4.375 1.697 -2.598 -0.1 -0.2 -1.0
H -4.474 1.942 0.405 -0.6 -0.2 -0.5
H -5.787 2.345 -0.699 -2.4 -0.1 -0.2
H -4.401 4.201 -0.115 -0.5 0.8 0.5
H -4.277 4.010 -1.846 -0.1 -0.4 0.2
H -2.459 3.083 0.370 0.9 0.4 -0.1
H -2.059 4.399 -0.842 0.5 0.6 0.2
H -0.893 2.195 -1.585 -0.5 0.6 0.3
H -2.069 2.666 -2.721 -0.4 0.4 1.0
H -2.738 -2.159 0.042 -0.5 0.0 0.3
H -3.407 -1.666 -2.415 -0.3 0.7 0.0
H -2.920 -3.192 -1.930 0.1 -0.8 -0.2
H -1.141 -1.149 -3.391 0.5 1.1 0.2
H -1.851 -2.514 -4.057 0.8 0.0 0.9
H 0.591 -2.883 -3.489 -0.4 -0.4 0.6
H -0.515 -4.004 -2.533 0.6 0.4 -0.1
H 0.449 -1.328 -1.730 0.2 0.3 -0.5
H 1.268 -2.885 -1.060 0.2 0.1 -0.1
H -0.400 -2.339 0.712 0.2 0.5 -0.4
H -0.876 -3.622 -0.216 -0.6 -0.5 -0.4
H -2.786 1.352 1.308 0.4 -0.5 -0.1
H -2.036 0.798 3.295 -0.6 0.0 0.4
H -0.742 0.317 2.389 -0.4 -0.9 -0.2
H -1.416 -1.541 4.085 0.4 0.3 0.5
H -1.725 -2.122 2.527 0.0 -0.9 -0.7
H -3.923 -0.796 4.224 -0.3 0.9 0.5
H -3.709 -2.502 4.060 0.1 -0.6 0.5
H -5.308 -1.664 2.414 -1.0 -0.7 0.0
H -3.928 -2.411 1.499 -0.5 1.0 1.6
H -4.773 0.482 2.043 0.0 0.9 0.6
H -4.672 -0.320 0.534 0.1 0.1 -0.2
C 3.047 3.500 1.341 0.4 -1.8 -0.7
S 3.137 2.539 -0.205 -0.1 -0.3 1.4
O 2.174 1.358 0.288 0.4 0.1 -0.1
C 4.796 1.955 -0.094 -0.5 -0.1 -2.4
C 5.388 1.916 -1.385 0.2 0.1 1.3
C 6.670 1.407 -1.451 1.0 -0.8 -0.8
C 7.290 0.829 -0.362 -0.3 0.6 1.0
C 6.643 0.874 0.893 2.1 -1.8 -0.3
C 5.419 1.397 1.024 -1.7 0.9 -0.4
H 2.929 2.763 2.140 -0.3 0.2 -0.1
H 2.224 4.138 1.205 -0.9 1.0 0.3
H 3.998 3.956 1.453 0.7 0.9 0.0
H 4.935 2.237 -2.320 -0.3 0.2 0.4
H 7.182 1.283 -2.407 -0.3 0.3 0.1
H 8.224 0.297 -0.487 0.0 0.1 0.1
H 6.998 0.263 1.728 0.4 0.6 -0.2
H 4.914 1.312 1.956 -0.4 0.2 0.7
```
Positions in Å, forces in eV/Å.

## Properties
2S+1: 5
frontier orbital gap (alpha / beta): 7.9 / 5.2 eV
charge: +2
E: -2523.89935 Eh
LUMO energy (alpha / beta): -6.650 / -9.377 eV